[1]
ORCA calculation (ωB97M-V/def2-TZVPD) on 16 unconnected molecules or ions with the total composition C18H55BIN15O31P at a distorted geometry.

Results
- Total energy: -4535.17117 hartree
- Maximum force: 1.371 eV Å⁻¹
- LUMO: 0.0374 Ha
- Net charge: -1

Each line ends with the Mulliken charge.
Element x y z (Å)
C (-1.535, -1.199, -0.392)  -1.1939
C (-1.918, -0.593, 0.978)  -0.1091
C (-0.834, -1.008, 1.978)  -0.3868
I (-1.689, -1.849, 3.811)  -0.0194
B (0.306, 0.111, 2.325)  0.3672
P (-0.399, 1.859, 2.742)  0.7427
O (0.217, 2.603, 3.917)  -0.7487
H (-2.253, -0.862, -1.130)  0.5307
H (-0.541, -0.841, -0.616)  0.0859
H (-1.540, -2.273, -0.276)  0.2368
H (-1.996, 0.482, 0.838)  0.1614
H (-2.910, -0.962, 1.218)  0.4547
H (-0.325, -1.843, 1.524)  0.0817
H (0.992, 0.212, 1.362)  -0.3544
H (0.962, -0.303, 3.260)  -0.2004
H (-1.817, 1.755, 2.877)  -0.2042
H (-0.252, 2.687, 1.589)  -0.1470
C (2.671, -4.203, 0.150)  -0.8241
N (1.427, -3.636, -0.423)  0.8607
O (1.351, -2.432, -0.512)  -0.3111
O (0.564, -4.423, -0.777)  -0.5756
H (3.325, -3.378, 0.411)  0.2637
H (2.397, -4.776, 1.032)  0.3352
H (3.126, -4.843, -0.611)  0.3301
C (4.233, 1.985, 2.448)  -0.7784
N (4.192, 0.800, 1.549)  0.7718
O (3.110, 0.458, 1.147)  -0.2754
O (5.259, 0.254, 1.291)  -0.6127
H (3.219, 2.347, 2.584)  0.1725
H (4.662, 1.661, 3.391)  0.3207
H (4.858, 2.732, 1.971)  0.2753
C (-0.149, -3.699, -3.824)  -0.6250
N (-1.347, -3.056, -4.428)  0.9430
O (-1.390, -1.842, -4.443)  -0.4925
O (-2.207, -3.790, -4.872)  -0.5875
H (0.522, -2.921, -3.478)  0.1186
H (-0.486, -4.316, -2.997)  0.2884
H (0.317, -4.302, -4.598)  0.3488
C (-3.430, 3.715, 4.445)  -0.5847
N (-4.502, 2.871, 3.851)  1.0292
O (-5.456, 2.576, 4.554)  -0.6084
O (-4.365, 2.526, 2.699)  -0.5517
H (-3.699, 3.936, 5.470)  0.3477
H (-2.501, 3.152, 4.401)  0.0569
H (-3.365, 4.621, 3.849)  0.3151
C (-0.710, 0.424, -6.301)  -0.4575
N (0.235, 1.266, -7.088)  0.9529
O (-0.210, 2.255, -7.648)  -0.5431
O (1.396, 0.918, -7.127)  -0.5814
H (-1.695, 0.866, -6.362)  0.0289
H (-0.700, -0.572, -6.730)  0.3082
H (-0.359, 0.406, -5.274)  0.3120
C (-0.309, 0.834, 6.263)  -0.2723
N (-1.480, 1.251, 7.074)  0.9113
O (-1.595, 0.817, 8.202)  -0.5846
O (-2.263, 2.017, 6.542)  -0.5415
H (0.295, 0.154, 6.853)  0.2976
H (-0.685, 0.354, 5.367)  -0.2462
H (0.244, 1.732, 5.998)  0.2923
C (6.310, -6.567, -2.334)  -0.7962
N (5.049, -6.374, -1.579)  1.0662
O (4.900, -6.986, -0.542)  -0.5651
O (4.243, -5.595, -2.052)  -0.6327
H (6.930, -7.271, -1.793)  0.2932
H (6.054, -6.951, -3.318)  0.2845
H (6.785, -5.607, -2.409)  0.2946
C (3.784, 0.255, -2.035)  -0.8313
N (3.653, -0.889, -2.978)  0.9889
O (2.549, -1.145, -3.406)  -0.5240
O (4.671, -1.494, -3.262)  -0.5914
H (2.804, 0.684, -1.879)  0.2900
H (4.191, -0.129, -1.103)  0.2727
H (4.459, 0.971, -2.490)  0.3628
C (9.441, -3.259, -0.288)  -0.7798
N (8.570, -4.091, -1.161)  0.9418
O (7.608, -4.629, -0.652)  -0.5313
O (8.880, -4.175, -2.331)  -0.5353
H (9.039, -3.280, 0.717)  0.3296
H (10.439, -3.687, -0.322)  0.2859
H (9.436, -2.252, -0.692)  0.2860
C (3.476, 4.763, -2.063)  -0.7834
N (3.290, 3.976, -0.814)  0.7722
O (2.793, 4.534, 0.137)  -0.5086
O (3.654, 2.814, -0.842)  -0.4029
H (3.110, 5.768, -1.892)  0.3264
H (4.537, 4.766, -2.292)  0.2791
H (2.911, 4.268, -2.848)  0.2969
C (-5.553, -1.914, 4.953)  -0.5605
N (-5.744, -3.215, 4.258)  0.9179
O (-6.884, -3.546, 3.976)  -0.5883
O (-4.752, -3.852, 4.007)  -0.4709
H (-6.527, -1.463, 5.097)  0.2995
H (-5.067, -2.114, 5.902)  0.2426
H (-4.921, -1.297, 4.320)  0.1610
C (-4.269, 3.758, -6.383)  -0.5390
N (-3.495, 2.697, -5.690)  0.8933
O (-3.781, 1.535, -5.913)  -0.5731
O (-2.605, 3.063, -4.952)  -0.4880
H (-5.020, 3.288, -7.007)  0.2968
H (-4.727, 4.387, -5.626)  0.2978
H (-3.542, 4.309, -6.976)  0.1369
C (-0.041, 5.407, -8.893)  -0.6839
N (-1.354, 5.794, -8.308)  0.8882
O (-1.734, 5.171, -7.338)  -0.5360
O (-1.956, 6.703, -8.842)  -0.5519
H (0.364, 4.585, -8.312)  0.2862
H (-0.220, 5.107, -9.921)  0.2794
H (0.604, 6.279, -8.849)  0.2768
C (-7.630, 4.815, 3.988)  -0.6558
N (-7.393, 6.285, 3.996)  0.8994
O (-6.919, 6.790, 2.999)  -0.5299
O (-7.693, 6.884, 5.009)  -0.5447
H (-7.318, 4.418, 3.029)  0.2956
H (-7.046, 4.382, 4.793)  0.2435
H (-8.692, 4.658, 4.149)  0.2956
C (-2.697, -5.495, 6.892)  -0.7384
N (-2.572, -4.038, 7.164)  0.8029
O (-3.266, -3.295, 6.506)  -0.3737
O (-1.780, -3.702, 8.020)  -0.5312
H (-3.431, -5.634, 6.107)  0.2594
H (-1.720, -5.851, 6.580)  0.2860
H (-3.010, -5.973, 7.815)  0.2934

[2]
ORCA calculation (ωB97M-V/def2-TZVPD) on a single C2H4N2S3 molecule.

Results
- Total energy: -1382.64895 hartree
- SMILES string: S=C(S)N/C=N\S
- Maximum force: 0.719 eV Å⁻¹
- ΔE to the lowest compared entry with this formula, charge and spin: 14.5 kcal per mole
- LUMO: -0.0119 Ha
- Net charge: 0

Each line ends with the Mulliken charge.
Element x y z (Å)
S (-0.747, 2.433, 1.653)  -0.3251
C (-0.869, 1.254, 0.527)  0.3727
S (-2.360, 1.004, -0.375)  -0.1807
N (0.158, 0.404, 0.268)  -0.2748
C (0.350, -0.361, -0.869)  -0.0541
N (1.124, -1.350, -0.983)  -0.4018
S (2.065, -2.064, 0.156)  -0.0980
H (-2.074, -0.213, -0.847)  0.1609
H (0.942, 0.478, 0.911)  0.2294
H (-0.207, -0.069, -1.752)  0.4793
H (1.620, -1.516, 1.312)  0.0923

[3]
ORCA calculation (ωB97M-V/def2-TZVPD) on 12 unconnected molecules or ions with the total composition H24O12.

Results
- Total energy: -917.25811 hartree
- SMILES string: O.O.O.O.O.O.O.O.O.O.O.O
- Maximum force: 0.820 eV Å⁻¹
- ΔE to the lowest compared entry with this formula, charge and spin: 42.2 kcal per mole
- LUMO: -0.0084 Ha
- Net charge: 0

Each line ends with the Mulliken charge.
Element x y z (Å)
O (0.449, -2.172, -1.270)  -0.5569
H (0.967, -2.570, -1.970)  0.2417
H (0.742, -2.615, -0.473)  0.2743
O (-2.406, 2.233, 1.033)  -0.6422
H (-1.868, 2.464, 0.275)  0.4508
H (-2.909, 1.470, 0.746)  0.2947
O (3.554, -1.342, 0.809)  -0.6149
H (3.276, -0.432, 0.916)  0.3031
H (4.461, -1.281, 0.509)  0.3054
O (0.133, 0.530, 3.472)  -0.6657
H (-0.608, 0.957, 3.041)  0.3398
H (0.494, 1.202, 4.051)  0.3034
O (-2.789, -0.790, -3.109)  -0.6271
H (-3.140, -0.094, -3.664)  0.3033
H (-1.847, -0.621, -3.078)  0.3105
O (-0.065, 0.338, 0.005)  -0.4606
H (0.485, -0.036, 0.693)  0.2111
H (-0.259, -0.399, -0.575)  0.1987
O (-0.279, -2.219, 3.127)  -0.6349
H (-0.508, -2.333, 4.049)  0.2911
H (0.090, -1.337, 3.079)  0.3592
O (2.549, 1.243, 1.996)  -0.5516
H (3.066, 2.020, 1.781)  0.3193
H (2.180, 1.432, 2.858)  0.2132
O (-2.142, -3.093, -1.313)  -0.6602
H (-2.595, -2.631, -2.018)  0.3738
H (-1.302, -2.641, -1.231)  0.3663
O (-1.189, 2.378, -1.504)  -0.6533
H (-1.192, 2.134, -2.430)  0.3118
H (-0.902, 1.587, -1.048)  0.3418
O (-0.057, -0.381, -3.741)  -0.6076
H (0.397, -0.823, -4.459)  0.2836
H (0.583, -0.358, -3.030)  0.2659
O (0.793, 3.098, 0.735)  -0.5955
H (0.831, 2.700, 1.605)  0.2946
H (1.007, 2.384, 0.135)  0.3131

[4]
ORCA calculation (ωB97M-V/def2-TZVPD) on a molecular structure, C29H23Br2Cl2N2RhSi.

Results
- ⟨S²⟩: 6.015
- Total energy: -7696.26966 hartree
- 2S+1: 5
- Maximum force: 0.479 eV Å⁻¹
- ΔE to the lowest compared entry with this formula, charge and spin: 0.0 kcal per mole
- LUMO (alpha / beta): -0.2378 / -0.3131 Ha
- Net charge: +2

Each line ends with the Mulliken spin population.
Element x y z (Å)
Rh (0.995, -0.910, 0.612)  3.1805
Br (-4.689, -1.867, 4.058)  0.0023
C (-3.034, -1.730, 3.220)  0.0101
C (-1.977, -1.081, 3.845)  -0.0025
C (-0.780, -0.984, 3.170)  0.0257
N (-0.598, -1.505, 1.953)  0.1080
C (-1.610, -2.155, 1.348)  0.0305
C (-2.846, -2.281, 1.955)  0.0000
C (-1.285, -2.737, 0.020)  0.0277
C (-2.188, -3.465, -0.732)  0.0064
C (-1.765, -4.015, -1.939)  0.0072
Br (-2.960, -4.975, -2.994)  0.0020
C (-0.448, -3.843, -2.342)  0.0038
C (0.385, -3.086, -1.547)  0.0066
N (-0.023, -2.535, -0.401)  0.0969
H (-2.084, -0.648, 4.830)  -0.0004
H (0.066, -0.466, 3.605)  0.0033
H (-3.659, -2.801, 1.471)  -0.0008
H (-3.203, -3.618, -0.400)  0.0001
H (-0.079, -4.279, -3.259)  0.0000
H (1.416, -2.910, -1.828)  0.0129
C (4.757, 3.314, -1.518)  0.0282
C (4.564, 2.780, -0.249)  0.0090
C (3.357, 2.183, 0.066)  0.0837
C (2.323, 2.108, -0.877)  0.0104
C (2.541, 2.643, -2.154)  0.0525
C (3.747, 3.248, -2.468)  0.0003
Si (0.673, 1.410, -0.456)  -0.3402
C (-0.323, 0.772, -1.873)  0.0814
C (-1.688, 1.069, -2.012)  0.0446
C (-2.396, 0.639, -3.122)  -0.0066
C (-1.760, -0.108, -4.106)  0.0576
C (-0.409, -0.419, -3.986)  -0.0148
C (0.297, 0.012, -2.878)  0.0895
C (-0.270, 2.259, 0.886)  0.0351
C (0.243, 3.433, 1.456)  0.0611
C (-0.471, 4.122, 2.422)  -0.0087
C (-1.702, 3.642, 2.851)  0.0481
C (-2.225, 2.473, 2.308)  -0.0204
C (-1.512, 1.788, 1.341)  0.0598
H (5.699, 3.785, -1.766)  0.0010
H (5.353, 2.835, 0.488)  0.0009
H (3.212, 1.785, 1.066)  0.0458
H (1.761, 2.595, -2.905)  0.0039
H (3.901, 3.672, -3.451)  0.0009
H (-2.190, 1.669, -1.262)  0.0069
H (-3.440, 0.899, -3.233)  0.0008
H (-2.313, -0.434, -4.976)  0.0014
H (0.089, -0.981, -4.765)  0.0001
H (1.359, -0.209, -2.805)  0.0147
H (1.200, 3.818, 1.125)  0.0044
H (-0.075, 5.038, 2.838)  0.0002
H (-2.260, 4.185, 3.602)  0.0020
H (-3.192, 2.112, 2.634)  -0.0004
H (-1.945, 0.891, 0.905)  0.0098
Cl (3.015, -1.937, 1.669)  0.1044
C (2.737, -3.511, 2.592)  0.0052
Cl (1.619, -4.541, 1.763)  0.0013
H (2.357, -3.204, 3.559)  0.0017
H (3.730, -3.944, 2.646)  0.0040

[5]
ORCA calculation (ωB97M-V/def2-TZVPD) on 11 unconnected molecules or ions with the total composition C13H37BNO18 at a distorted geometry.

Results
- ⟨S²⟩: 0.753
- Total energy: -1951.67437 hartree
- 2S+1: 2
- Maximum force: 5.254 eV Å⁻¹
- LUMO (alpha / beta): 0.1506 / 0.1506 Ha
- Net charge: -2

Each line ends with the Mulliken spin population.
Element x y z (Å)
O (19.281, 22.360, -8.200)  -0.0003
C (18.672, 21.836, -7.290)  -0.0006
O (18.205, 20.578, -7.270)  -0.0116
B (17.469, 20.375, -5.918)  -0.0080
O (17.639, 21.679, -5.229)  0.0083
C (18.414, 22.528, -5.866)  0.0068
O (18.745, 23.647, -5.560)  -0.0008
O (17.917, 19.223, -5.137)  0.0394
C (16.820, 18.511, -4.756)  0.3030
O (16.850, 17.536, -4.023)  0.1590
C (15.600, 19.110, -5.357)  0.3045
O (16.005, 20.123, -6.092)  0.0368
O (14.494, 18.580, -5.273)  0.1639
C (10.213, 21.413, -1.262)  0.0003
C (11.454, 20.610, -1.691)  -0.0013
C (12.485, 21.652, -2.132)  0.0087
C (13.916, 21.177, -2.312)  -0.0354
C (14.290, 20.513, -0.984)  -0.0014
C (13.365, 19.254, -0.561)  -0.0026
N (11.957, 19.794, -0.568)  0.0004
O (10.926, 19.015, -0.001)  0.0001
C (13.607, 18.215, -1.690)  0.0022
C (13.729, 18.815, 0.845)  0.0001
C (11.133, 19.745, -3.043)  -0.0065
H (10.530, 22.116, -0.492)  -0.0001
H (9.347, 20.837, -0.937)  0.0000
H (9.784, 21.995, -2.078)  0.0000
H (12.199, 21.984, -3.130)  -0.0003
H (12.388, 22.572, -1.556)  0.0014
H (14.725, 21.898, -2.430)  -0.0096
H (14.006, 20.492, -3.156)  0.0440
H (14.134, 21.287, -0.233)  -0.0003
H (15.338, 20.287, -0.787)  -0.0007
H (12.805, 17.483, -1.597)  0.0005
H (13.505, 18.458, -2.748)  0.0000
H (14.473, 17.626, -1.389)  0.0023
H (13.023, 17.993, 0.964)  0.0000
H (14.694, 18.314, 0.760)  0.0001
H (13.827, 19.512, 1.677)  -0.0001
H (10.820, 18.716, -2.867)  -0.0014
H (12.044, 19.676, -3.636)  0.0039
H (10.378, 20.213, -3.676)  -0.0001
H (10.876, 18.355, -0.697)  0.0000
O (22.394, 21.869, -8.793)  0.0000
H (21.518, 22.126, -8.504)  0.0000
H (22.924, 22.658, -8.686)  0.0000
O (13.484, 21.964, -6.313)  0.0004
H (14.395, 22.029, -6.600)  0.0000
H (13.540, 21.755, -5.381)  -0.0004
O (20.055, 22.702, -10.938)  0.0000
H (19.708, 23.581, -10.786)  0.0000
H (20.041, 22.286, -10.076)  0.0000
O (18.253, 19.705, -10.032)  0.0000
H (17.850, 20.337, -9.438)  0.0009
H (18.152, 18.862, -9.590)  -0.0002
O (20.218, 25.757, -7.239)  -0.0001
H (19.305, 25.642, -6.975)  0.0000
H (20.712, 25.188, -6.648)  0.0000
O (16.396, 14.913, -4.515)  0.0026
H (16.066, 14.721, -3.637)  -0.0010
H (16.625, 15.842, -4.487)  0.0037
O (15.621, 16.731, -7.698)  0.0004
H (14.893, 16.693, -7.078)  0.0002
H (15.202, 16.831, -8.554)  0.0005
O (14.928, 18.734, -9.505)  -0.0019
H (14.138, 19.155, -9.845)  0.0001
H (15.239, 19.326, -8.821)  -0.0007
O (19.394, 16.926, -3.659)  0.0005
H (18.630, 17.470, -3.851)  -0.0098
H (19.512, 16.392, -4.445)  -0.0001

[6]
ORCA calculation (ωB97M-V/def2-TZVPD) on 2 unconnected molecules or ions with the total composition C2H10N3.

Results
- Total energy: -246.20893 hartree
- Maximum force: 0.716 eV Å⁻¹
- ΔE to the lowest compared entry with this formula, charge and spin: 31.2 kcal per mole
- LUMO: -0.1161 Ha
- Net charge: +1

Each line ends with the Mulliken charge.
Element x y z (Å)
N (-0.034, -0.364, 0.770)  -0.3287
C (-1.494, 0.062, 0.459)  -0.4568
N (-2.422, -0.256, 1.461)  -0.4793
H (0.407, 0.245, 1.457)  0.3658
H (-0.012, -1.312, 1.152)  0.3797
H (-1.433, 1.132, 0.293)  0.3607
H (-1.727, -0.458, -0.465)  0.3639
H (-2.694, -1.225, 1.520)  0.2529
H (-2.312, 0.196, 2.354)  0.2377
C (2.593, 0.463, -1.611)  -0.2211
N (1.325, 0.449, -1.569)  -0.4994
H (3.143, 0.347, -0.681)  0.2073
H (3.161, 0.580, -2.529)  0.2613
H (0.935, 0.471, -2.510)  0.2028
H (0.564, -0.330, -0.100)  0.3532

[7]
ORCA calculation (ωB97M-V/def2-TZVPD) on a single C6H7NO2S molecule at a distorted geometry.

Results
- Total energy: -836.22976 hartree
- SMILES string: COc1cscc1C(N)=O
- Maximum force: 2.378 eV Å⁻¹
- ΔE to the lowest compared entry with this formula, charge and spin: 21.5 kcal per mole
- LUMO: 0.0257 Ha
- Net charge: 0

Each line ends with the Mulliken charge.
Element x y z (Å)
C (-1.583, 2.299, -0.320)  -0.5349
O (-0.610, 1.807, 0.700)  -0.4445
C (0.295, 0.902, 0.304)  0.0144
C (1.655, 1.087, 0.147)  -0.1670
S (2.495, -0.350, -0.159)  -0.1697
C (1.067, -1.239, -0.302)  -0.5460
C (-0.013, -0.460, 0.007)  0.4308
C (-1.423, -1.043, -0.012)  0.5386
N (-1.538, -2.316, 0.436)  -0.4551
O (-2.342, -0.445, -0.598)  -0.6542
H (-2.022, 1.478, -0.885)  0.2980
H (-1.092, 3.061, -1.063)  0.2368
H (-2.392, 2.818, 0.288)  0.1998
H (2.298, 2.000, 0.223)  0.3762
H (0.976, -2.376, -0.453)  0.3801
H (-2.477, -2.649, 0.560)  0.2574
H (-0.814, -2.694, 1.059)  0.2394

[8]
ORCA calculation (ωB97M-V/def2-TZVPD) on a single C3H4N2O3 molecule at a distorted geometry.

Results
- Total energy: -451.80222 hartree
- SMILES string: [H]/N=C\NOC(=O)C=O
- Maximum force: 7.329 eV Å⁻¹
- ΔE to the lowest compared entry with this formula, charge and spin: 111.4 kcal per mole
- LUMO: -0.0518 Ha
- Net charge: 0

Each line ends with the Mulliken charge.
Element x y z (Å)
H (-1.447, -1.524, 0.565)  0.3111
N (-2.402, -1.251, 0.503)  -0.5878
C (-2.308, -0.044, 0.072)  -0.0013
N (-1.271, 0.651, -0.613)  -0.2358
O (-0.117, -0.092, -0.459)  -0.2178
C (0.911, 0.483, 0.002)  0.8619
O (0.783, 1.669, 0.350)  -0.6364
C (2.077, -0.289, 0.435)  -0.0293
O (2.399, -1.268, -0.393)  -0.4301
H (-3.138, 0.653, -0.027)  0.3526
H (-1.064, 1.556, -0.235)  0.3330
H (2.760, 0.143, 1.439)  0.2799